Here is a 2-piece molecular cluster, C6H10N4O2 overall from the Open Molecules 2025 dataset. Energies are from wB97M-V/def2-TZVPD.

Each line ends with the Mulliken charge.
Element x y z (Å)
C  3.99  1.42  1.45  -0.581
C  1.96  0.50  0.65  0.193
C  1.92  -0.63  -2.50  -0.331
C  -3.88  -1.56  -0.99  -0.973
C  -3.32  -0.67  0.08  0.736
C  -2.30  0.72  1.22  -0.121
H  4.14  2.52  1.55  0.216
H  4.37  1.11  0.47  0.321
H  4.57  0.94  2.23  0.232
H  0.96  0.18  0.97  0.330
H  2.92  -0.32  -2.81  0.317
H  1.26  -1.10  -3.24  0.253
H  -4.91  -1.27  -1.20  0.288
H  -3.88  -2.60  -0.65  0.286
H  -3.27  -1.49  -1.89  0.296
H  -1.53  1.39  1.61  0.415
N  2.42  0.23  -0.51  -0.202
N  1.49  -0.40  -1.34  -0.438
N  -2.26  0.07  0.02  -0.447
N  -3.29  0.38  2.02  -0.335
O  2.60  1.13  1.61  -0.318
O  -3.97  -0.56  1.25  -0.137

Calculated values
SMILES: C=N/N=C/OC.Cc1ncno1
Relative energy (zero: lowest compared OMol25 entry of this formula, charge and spin), kJ/mol: 296.0
HOMO-LUMO gap, eV: 10.160
Total energy, Ha: -604.0249